# 1
Formula: C25H19BClF4MoO3PS
Source: the Open Molecules 2025 dataset
Level of theory: ωB97M-V/def2-TZVPD

Results
- 2S+1 = 1
- gap between HOMO and LUMO (eV) = 5.99
- calculated total energy (Ha) = -2882.205529
- E_HOMO (eV) = -7.4
- relative energy (zero: lowest compared OMol25 entry of this formula, charge and spin) (kJ/mol) = 32.6

Geometry (Å):
Mo 0.55 2.01 1.27
Cl 0.51 1.94 3.63
C -0.68 0.75 4.08
C -0.98 0.69 5.44
C -1.92 -0.23 5.92
C -2.55 -1.08 5.03
C -2.24 -1.03 3.66
C -1.30 -0.11 3.15
P -0.92 -0.05 1.34
C 0.73 -0.84 1.26
C 1.55 -0.52 0.16
C 2.83 -1.07 0.04
C 3.30 -1.96 1.00
C 2.50 -2.29 2.09
C 1.22 -1.73 2.22
C -2.04 -1.27 0.58
C -1.68 -2.59 0.26
C -2.60 -3.47 -0.32
C -3.89 -3.04 -0.60
C -4.27 -1.74 -0.31
C -3.35 -0.86 0.27
H -0.49 1.36 6.15
H -2.15 -0.27 6.98
H -3.28 -1.80 5.39
H -2.76 -1.73 3.01
H 1.21 0.18 -0.60
H 3.45 -0.81 -0.81
H 4.29 -2.39 0.90
H 2.86 -2.98 2.84
H 0.62 -2.02 3.08
H -0.68 -2.96 0.46
H -2.30 -4.48 -0.56
H -4.60 -3.73 -1.05
H -5.28 -1.40 -0.53
H -3.67 0.16 0.49
O -0.44 3.40 1.27
O 1.52 1.28 -7.64
C 0.43 1.90 -7.15
O -0.40 2.45 -7.84
C 0.41 1.90 -5.67
C 0.12 3.09 -5.00
C 0.15 3.12 -3.60
C 0.48 1.96 -2.89
S 0.55 2.01 -1.18
C 0.74 0.77 -3.56
C 0.71 0.73 -4.95
H 2.17 1.05 -6.95
H -0.13 3.99 -5.55
H -0.07 4.04 -3.07
H 0.98 -0.14 -3.00
H 0.89 -0.21 -5.46
F 2.52 2.01 1.27
B 3.98 2.01 1.27
F 4.46 1.56 -0.03
F 4.46 1.11 2.30
F 4.46 3.35 1.53


# 2
Formula: C25H19BrCl3GeN10O3PPdS
Source: the Open Molecules 2025 dataset
Level of theory: ωB97M-V/def2-TZVPD

Results
- 2S+1 = 6
- gap between HOMO and LUMO (spin up / spin down) (eV) = 8.23 / 6.33
- calculated total energy (Ha) = -8636.046491
- net charge = +1
- E_HOMO (spin up / spin down) (eV) = -10.9 / -12.3
- relative energy (zero: lowest compared OMol25 entry of this formula, charge and spin) (kJ/mol) = 0.0

Geometry (Å):
Pd -2.45 -0.31 0.55
O -0.69 -2.57 2.84
S -0.06 -1.54 2.08
O 0.22 -1.88 0.66
O -0.75 -0.21 2.11
C 1.58 -1.23 2.67
C 1.97 -1.58 3.94
C 3.26 -1.27 4.35
C 4.14 -0.62 3.49
C 3.74 -0.28 2.20
C 2.45 -0.60 1.78
P 1.90 -0.24 0.11
C 2.56 -1.37 -1.09
C 2.39 -1.12 -2.45
C 2.77 -2.09 -3.37
C 3.30 -3.29 -2.94
C 3.46 -3.54 -1.58
C 3.08 -2.59 -0.65
C 2.24 1.49 -0.20
C 1.62 2.38 0.69
C 1.80 3.74 0.54
C 2.58 4.23 -0.51
C 3.19 3.35 -1.39
C 3.03 1.98 -1.25
H 1.28 -2.09 4.60
H 3.59 -1.55 5.34
H 5.14 -0.39 3.81
H 4.42 0.22 1.53
H 1.94 -0.20 -2.80
H 2.63 -1.90 -4.43
H 3.58 -4.05 -3.66
H 3.85 -4.49 -1.24
H 3.17 -2.80 0.41
H 1.01 1.99 1.50
H 1.33 4.43 1.23
H 2.72 5.29 -0.63
H 3.81 3.73 -2.19
H 3.53 1.30 -1.92
N -1.24 2.76 -0.79
C -1.03 1.61 -1.53
N -0.40 1.62 -2.70
N -0.37 0.34 -3.06
N -0.96 -0.38 -2.16
N -1.38 0.39 -1.16
C -1.82 2.84 0.40
N -1.91 4.00 1.10
N -2.52 3.69 2.19
N -2.82 2.35 2.20
N -2.39 1.82 1.10
H -0.85 3.62 -1.17
Cl -2.65 -2.69 -0.44
Ge -0.74 -3.01 -1.63
Cl -1.47 -3.49 -3.60
Cl -0.01 -4.88 -0.81
Br -4.41 -0.91 2.50
C -5.34 -0.41 0.93
C -6.72 -0.38 0.86
C -7.28 -0.02 -0.36
C -6.46 0.29 -1.44
C -5.09 0.23 -1.26
N -4.55 -0.10 -0.09
H -7.32 -0.64 1.71
H -8.35 0.01 -0.47
H -6.87 0.56 -2.40
H -4.39 0.45 -2.06


# 3
Formula: C25H19Cl2N2O11Pb
Source: the Open Molecules 2025 dataset
Level of theory: ωB97M-V/def2-TZVPD

Results
- 2S+1 = 1
- gap between HOMO and LUMO (eV) = 7.68
- calculated total energy (Ha) = -3014.735709
- net charge = -1
- E_HOMO (eV) = -5.4
- relative energy (zero: lowest compared OMol25 entry of this formula, charge and spin) (kJ/mol) = 22.3

Geometry (Å):
Pb -2.27 -0.98 -1.24
O -0.30 -5.45 -1.34
C -0.68 -4.22 -1.73
O -1.82 -3.91 -1.93
C 0.48 -3.29 -1.91
C 1.79 -3.72 -1.96
C 2.78 -2.77 -2.21
C 2.42 -1.44 -2.39
C 1.07 -1.10 -2.28
N 0.13 -2.01 -2.06
C 0.62 0.36 -2.38
O 1.38 1.13 -2.95
O -0.50 0.62 -1.84
H -1.11 -5.90 -1.05
H 2.03 -4.76 -1.81
H 3.82 -3.06 -2.26
H 3.13 -0.66 -2.59
O -3.25 2.78 -4.15
C -2.99 1.88 -3.17
O -2.84 0.71 -3.39
C -2.81 2.57 -1.84
O -2.98 1.73 -0.73
C -4.34 1.63 -0.26
C -5.23 0.63 -1.03
O -6.37 1.01 -1.30
O -4.70 -0.49 -1.27
H -3.26 2.29 -4.98
H -3.46 3.44 -1.78
H -1.76 2.89 -1.84
H -4.80 2.62 -0.27
H -4.25 1.28 0.77
Cl 3.48 1.25 0.35
C 2.22 2.39 0.70
C 2.40 3.71 0.36
C 1.39 4.63 0.62
C 0.23 4.22 1.25
C 0.08 2.89 1.60
Cl -1.33 2.41 2.50
C 1.05 1.93 1.31
N 0.84 0.59 1.61
C 1.54 -0.09 2.59
C 2.28 0.58 3.57
C 2.93 -0.11 4.58
C 2.85 -1.50 4.63
C 2.15 -2.16 3.64
C 1.50 -1.49 2.60
C 0.95 -2.30 1.46
C -0.55 -2.31 1.08
O -1.04 -3.42 0.86
O -1.15 -1.19 0.90
H 3.32 4.01 -0.13
H 1.52 5.67 0.34
H -0.55 4.93 1.49
H 0.03 0.11 1.22
H 2.33 1.66 3.54
H 3.50 0.44 5.32
H 3.35 -2.05 5.42
H 2.11 -3.25 3.65
H 1.20 -3.34 1.63
H 1.46 -1.99 0.54


# 4
Formula: C25H19Cl3CsN3O5S6
Source: the Open Molecules 2025 dataset
Level of theory: ωB97M-V/def2-TZVPD

Results
- 2S+1 = 1
- gap between HOMO and LUMO (eV) = 4.56
- calculated total energy (Ha) = -5294.564781
- net charge = -2
- E_HOMO (eV) = -1.6
- relative energy (zero: lowest compared OMol25 entry of this formula, charge and spin) (kJ/mol) = 21.1

Geometry (Å):
Cs 1.95 -0.47 2.30
O -2.90 4.50 1.27
C -1.78 4.06 1.46
S -0.67 3.58 0.19
C 0.64 2.92 1.18
C 0.47 3.03 2.52
S 1.45 2.49 3.85
S -1.05 3.81 3.03
S 1.92 2.21 0.24
N 4.66 0.30 0.88
C 5.61 -0.60 1.36
C 6.10 -0.49 2.66
C 6.98 -1.44 3.17
C 7.39 -2.52 2.39
C 6.91 -2.62 1.09
C 6.03 -1.68 0.58
S 8.48 -3.78 3.04
O 7.62 -4.95 3.20
O 8.98 -3.23 4.29
O 9.50 -3.95 2.01
H 4.62 1.22 1.30
H 4.56 0.36 -0.12
H 5.79 0.35 3.28
H 7.37 -1.36 4.17
H 7.23 -3.45 0.48
H 5.66 -1.77 -0.44
Cl -3.72 4.08 -4.44
C -3.96 2.75 -3.35
C -3.32 2.74 -2.12
C -3.51 1.66 -1.28
C -4.32 0.58 -1.63
C -4.48 -0.65 -0.76
C -4.50 -0.43 0.77
N -3.22 -0.35 1.44
C -2.65 0.77 2.03
C -1.49 0.34 2.59
N -1.32 -1.01 2.35
C -2.37 -1.38 1.68
O -3.59 -1.70 -1.11
C -2.25 -1.34 -1.45
C -2.09 -1.02 -2.91
C -1.22 -0.09 -3.39
Cl -0.14 0.86 -2.46
S -1.29 0.05 -5.10
C -2.49 -1.18 -5.19
C -2.81 -1.66 -3.96
C -4.97 0.65 -2.86
Cl -6.04 -0.62 -3.40
C -4.79 1.71 -3.73
H -2.68 3.55 -1.82
H -2.97 1.66 -0.34
H -5.47 -1.06 -0.98
H -5.04 -1.27 1.20
H -5.06 0.48 0.99
H -3.13 1.73 2.02
H -0.76 0.92 3.14
H -2.59 -2.38 1.32
H -1.65 -2.21 -1.18
H -1.89 -0.50 -0.85
H -2.89 -1.48 -6.14
H -3.55 -2.43 -3.79
H -5.28 1.72 -4.69


# 5
Formula: C25H19Cl5IrN4S3
Source: the Open Molecules 2025 dataset
Level of theory: ωB97M-V/def2-TZVPD

Results
- 2S+1 = 2
- gap between HOMO and LUMO (spin up / spin down) (eV) = 3.90 / 4.12
- calculated total energy (Ha) = -4782.246232
- E_HOMO (spin up / spin down) (eV) = -7.3 / -7.3
- relative energy (zero: lowest compared OMol25 entry of this formula, charge and spin) (kJ/mol) = 1851.9

Geometry (Å):
Ir -0.21 -0.40 -0.24
Cl 2.12 -1.06 1.21
C 2.68 -0.17 -0.17
C 1.72 0.07 -1.18
C 2.33 0.55 -2.33
Cl 1.40 0.43 -4.05
C 3.66 0.98 -2.44
Cl 4.34 1.60 -3.93
C 4.50 0.86 -1.35
Cl 6.12 1.40 -1.43
C 4.01 0.23 -0.20
Cl 5.05 -0.05 1.13
S -0.32 1.22 1.42
C -1.56 0.32 2.22
S -1.92 -1.04 1.22
C -2.13 0.64 3.42
C -1.71 1.80 4.14
N -1.38 2.74 4.70
C -3.14 -0.19 3.98
N -3.96 -0.88 4.41
C -0.53 4.71 -2.65
C 0.32 4.06 -1.74
C 0.04 2.80 -1.30
C -1.12 2.09 -1.74
C -1.41 0.72 -1.37
C -2.60 0.19 -1.82
C -3.48 0.89 -2.68
C -3.17 2.15 -3.10
C -1.99 2.78 -2.63
C -1.66 4.08 -3.08
H -0.30 5.71 -3.00
H 1.21 4.57 -1.37
H 0.71 2.33 -0.61
H -2.88 -0.81 -1.51
H -4.39 0.41 -3.01
H -3.83 2.69 -3.77
H -2.34 4.58 -3.76
C 0.50 1.89 -3.92
C 1.12 0.19 -5.80
N 0.24 -0.71 -3.37
C 0.41 -1.97 -2.92
S -0.34 -2.29 -1.43
N 1.19 -2.82 -3.57
C 1.68 -4.10 -3.04
C 3.01 -3.94 -2.34
H -0.32 2.04 -4.62
H 2.26 1.41 -4.53
H 0.75 2.53 -3.08
H 2.28 -0.67 -4.33
H 1.75 0.97 -6.25
H -0.64 -0.25 -3.12
H 1.63 -2.50 -4.42
H 1.74 -4.79 -3.88
H 0.92 -4.47 -2.35
H 3.75 -3.47 -3.00
H 3.40 -4.91 -2.03
H 2.90 -3.32 -1.45


# 6
Formula: C25H19F3O4
Source: the Open Molecules 2025 dataset
Level of theory: ωB97M-V/def2-TZVPD

Results
- 2S+1 = 1
- gap between HOMO and LUMO (eV) = 3.71
- calculated total energy (Ha) = -1564.562552
- E_HOMO (eV) = -6.8
- relative energy (zero: lowest compared OMol25 entry of this formula, charge and spin) (kJ/mol) = 164.4

Geometry (Å):
F 2.33 4.26 1.92
C 2.24 2.89 2.00
C 3.42 2.16 2.18
C 3.29 0.77 2.23
F 4.44 0.01 2.33
C 2.07 0.13 2.17
C 0.87 0.88 1.96
C -0.33 0.15 1.84
C -1.68 0.57 1.94
C -2.68 -0.44 1.84
C -4.02 -0.15 1.97
C -4.46 1.18 2.09
C -3.48 2.17 2.16
F -3.89 3.49 2.22
C -2.12 1.91 2.16
C 1.00 2.30 1.86
H 4.39 2.64 2.25
H 2.00 -0.96 2.22
H -0.19 -0.93 1.72
H -2.35 -1.46 1.65
H -4.75 -0.96 1.95
H -5.51 1.44 2.13
H -1.42 2.71 2.33
H 0.14 2.91 1.60
C -1.00 -0.78 -4.15
C -1.67 -0.11 -2.97
C -2.97 0.56 -3.40
O -2.01 -1.05 -1.92
C -0.98 -1.50 -1.14
O -1.26 -2.30 -0.25
C 0.31 -0.90 -1.38
C 1.54 -1.51 -0.97
C 2.78 -0.85 -1.17
C 3.95 -1.37 -0.63
C 3.94 -2.60 0.04
C 2.74 -3.31 0.17
C 1.56 -2.80 -0.36
C 0.22 0.52 -1.63
O 0.95 1.39 -1.15
O -0.84 0.93 -2.40
H -0.06 -1.27 -3.87
H -1.69 -1.53 -4.57
H -0.80 -0.02 -4.92
H -3.44 1.03 -2.53
H -2.76 1.31 -4.16
H -3.65 -0.20 -3.80
H 2.79 0.10 -1.72
H 4.88 -0.81 -0.73
H 4.86 -3.01 0.45
H 2.71 -4.27 0.68
H 0.62 -3.34 -0.27


# 7
Formula: C25H19F4NO2
Source: the Open Molecules 2025 dataset
Level of theory: ωB97M-V/def2-TZVPD

Results
- 2S+1 = 1
- gap between HOMO and LUMO (eV) = 4.13
- calculated total energy (Ha) = -1568.656820
- E_HOMO (eV) = -7.3

Geometry (Å):
F -3.94 5.07 -1.41
C -3.87 3.71 -1.20
C -5.05 2.97 -1.23
C -4.93 1.60 -1.03
F -6.08 0.83 -1.11
C -3.72 0.97 -0.81
C -2.53 1.74 -0.78
C -1.25 1.11 -0.59
C -0.03 1.72 -0.87
C 1.20 1.09 -0.72
C 2.47 1.72 -0.94
C 3.67 0.95 -1.00
C 4.88 1.59 -1.20
F 6.03 0.84 -1.29
C 5.00 2.98 -1.32
C 3.82 3.71 -1.27
F 3.89 5.07 -1.42
C 2.57 3.13 -1.08
C -2.63 3.14 -0.98
H -6.01 3.44 -1.42
H -3.68 -0.11 -0.65
H -1.24 0.06 -0.27
H -0.04 2.74 -1.27
H 1.20 0.04 -0.41
H 3.63 -0.14 -0.91
H 5.96 3.46 -1.47
H 1.68 3.76 -1.02
H -1.74 3.77 -0.93
C 2.59 -3.71 -0.93
C 1.53 -2.85 -1.27
C 0.40 -2.79 -0.45
C 0.35 -3.52 0.74
C -0.81 -3.30 1.68
C -0.81 -1.91 2.34
C -1.79 -1.84 3.51
O -2.30 -0.51 3.50
C -1.92 0.10 2.30
O -2.30 1.24 2.09
N -1.16 -0.76 1.56
C 1.38 -4.42 1.05
C 2.51 -4.51 0.22
H 3.47 -3.76 -1.57
H 1.58 -2.23 -2.16
H -0.44 -2.14 -0.71
H -1.77 -3.44 1.17
H -0.73 -4.01 2.51
H 0.21 -1.80 2.77
H -2.63 -2.55 3.38
H -1.29 -2.03 4.47
H 1.31 -5.04 1.95
H 3.32 -5.18 0.47


# 8
Formula: C25H20AlCl3IN4O3
Source: the Open Molecules 2025 dataset
Level of theory: ωB97M-V/def2-TZVPD

Results
- 2S+1 = 1
- gap between HOMO and LUMO (eV) = 6.85
- calculated total energy (Ha) = -3330.103489
- net charge = +1
- E_HOMO (eV) = -10.5

Geometry (Å):
Al -0.26 0.33 0.66
C -0.89 3.66 -2.50
C 0.46 2.98 -2.46
N 1.32 3.32 -3.37
C 2.48 2.67 -3.44
C 2.90 1.73 -2.54
C 4.30 1.24 -2.64
O 4.99 1.29 -1.40
C 2.00 1.29 -1.52
C 2.41 0.36 -0.52
N 1.61 -0.17 0.41
C 2.14 -1.14 1.29
C 3.03 -2.15 0.83
C 3.53 -3.08 1.72
C 3.15 -3.04 3.05
C 2.25 -2.07 3.50
C 1.75 -1.14 2.62
I 0.38 0.44 3.41
C 0.73 1.90 -1.52
O -0.19 1.52 -0.67
H -0.79 4.53 -3.18
H -1.16 3.99 -1.49
H -1.65 2.94 -2.87
H 3.11 2.99 -4.24
H 4.80 1.90 -3.39
H 4.26 0.20 -3.05
H 5.92 1.52 -1.57
H 3.49 0.11 -0.58
H 3.33 -2.16 -0.22
H 4.28 -3.81 1.42
H 3.52 -3.78 3.74
H 1.97 -2.02 4.55
Cl -2.27 -6.92 0.51
C -1.87 -5.25 0.48
C -2.48 -4.33 1.38
C -2.18 -2.97 1.30
Cl -3.01 -2.02 2.42
C -1.23 -2.45 0.37
O -1.08 -1.15 0.21
C -0.57 -3.39 -0.45
Cl 0.57 -2.93 -1.63
C -0.92 -4.74 -0.40
H -3.22 -4.62 2.12
H -0.40 -5.42 -1.05
N -5.56 3.49 0.55
C -4.49 2.69 0.73
C -4.25 1.53 -0.05
C -3.10 0.78 0.16
N -2.14 1.16 1.03
C -2.36 2.24 1.81
C -3.49 3.03 1.68
H -6.28 3.28 -0.14
H -5.76 4.25 1.22
H -4.88 1.18 -0.87
H -2.97 -0.13 -0.38
H -1.64 2.45 2.60
H -3.58 3.89 2.35